No. 1
42
Properties=species:S:1:pos:R:3 method="wB97M-V/def2-TZVPD" de_lowest_ev=3.839 orbital_gap_ev=7.96 total_energy_ha=-1517.504963 spin_multiplicity=1 total_charge=0
C 0.09623 2.02956 2.38376
C 0.36246 1.53552 0.98542
N -0.49463 1.54472 0.03629
N -1.72452 2.03527 0.19258
C -2.71402 1.91395 -0.75434
O -3.80590 2.39113 -0.53985
C -2.30501 1.40310 -2.11861
S -1.37826 -0.16506 -2.16197
C -2.07678 -0.96335 -0.78432
N -3.05582 -0.32374 -0.16845
C -3.60343 -0.90039 0.89465
C -4.71295 -0.16025 1.56290
C -3.14039 -2.13617 1.33320
C -2.09813 -2.72884 0.62103
C -1.52643 -4.05089 1.01016
N -1.56811 -2.13464 -0.44054
C 1.68541 1.00142 0.65394
C 1.81945 0.05881 -0.37117
C 3.05472 -0.46088 -0.68946
C 4.17737 -0.03417 0.01322
N 5.46980 -0.57623 -0.30860
O 6.42350 -0.17706 0.32835
O 5.53193 -1.40172 -1.19550
C 4.06714 0.91411 1.02401
C 2.82667 1.42390 1.34279
H -0.90216 1.73153 2.70651
H 0.81260 1.60832 3.08200
H 0.15820 3.11771 2.42767
H -2.03753 2.41782 1.08592
H -3.20871 1.28923 -2.71703
H -1.64044 2.13203 -2.58433
H -4.82520 0.81808 1.10316
H -4.51502 -0.05480 2.62819
H -5.64373 -0.71344 1.44765
H -3.57290 -2.61854 2.19485
H -0.67871 -4.28146 0.37243
H -1.21020 -4.03520 2.05142
H -2.28155 -4.82743 0.89856
H 0.94018 -0.26345 -0.90376
H 3.16843 -1.19522 -1.47182
H 4.95690 1.23625 1.54328
H 2.75161 2.17354 2.11499



No. 2
12
Properties=species:S:1:pos:R:3 method="wB97M-V/def2-TZVPD" smiles=OCc1nnnn1O de_lowest_ev=3.362 orbital_gap_ev=10.75 total_energy_ha=-447.978871 spin_multiplicity=1 total_charge=0
O -2.10298 0.47093 0.67537
C -1.23664 0.73193 -0.41015
C 0.20004 0.43576 -0.10583
N 1.04349 1.31856 0.42994
N 2.09712 0.76725 0.80424
N 2.03903 -0.50543 0.57697
N 0.87569 -0.73441 0.00789
O 0.50805 -1.97925 -0.41267
H -1.90335 -0.38753 1.13950
H -1.35605 1.76887 -0.38848
H -1.48888 0.42415 -1.48377
H 1.32448 -2.31084 -0.83302



No. 3
56
Properties=species:S:1:pos:R:3 method="wB97M-V/def2-TZVPD" de_lowest_ev=0.000 orbital_gap_ev="7.86 / 7.90" total_energy_ha=-8230.043984 s_squared=0.753 spin_multiplicity=2 total_charge=0
Ti 0.05999 0.14121 -0.66134
C 1.68435 1.19979 -3.61085
C 0.88807 -0.05286 -3.79613
C 0.81760 -0.68814 -5.05580
C 0.08824 -1.82848 -5.21818
C -0.60573 -2.37783 -4.11896
C -1.39963 -3.55319 -4.13920
Br -1.58994 -4.53936 -5.74219
C -2.03297 -3.98899 -3.01416
C -1.90990 -3.27601 -1.80387
Br -2.79708 -3.90490 -0.26877
C -1.15650 -2.13423 -1.72610
O -0.99499 -1.41791 -0.61542
C -0.49584 -1.68863 -2.90294
N 0.24567 -0.54876 -2.75577
H 2.23677 1.44638 -4.51458
H 2.38642 1.07681 -2.78631
H 1.01857 2.02995 -3.36917
H 1.35442 -0.25319 -5.88686
H 0.03380 -2.31783 -6.18110
H -2.63598 -4.88520 -3.03728
C -3.47329 0.08002 3.34988
C -1.97321 0.00326 3.37307
C -1.22276 0.85882 4.17348
C 0.15923 0.76416 4.22257
C 0.80118 -0.18752 3.44917
C 0.07543 -1.05063 2.63675
C -1.30559 -0.95283 2.60705
S 2.55938 -0.32659 3.46250
O 2.91755 -0.91506 2.19898
O 3.01773 -0.92544 4.68163
N 3.07627 1.21970 3.54664
C 2.95199 2.22234 2.48935
C 3.21959 1.73606 1.06344
C 2.02470 1.08891 0.43401
O 2.13360 0.26090 -0.52716
O 0.85389 1.37954 0.82093
H -3.82395 1.06904 3.64165
H -3.89956 -0.64727 4.04433
H -3.86008 -0.14210 2.35652
H -1.72677 1.61476 4.76330
H 0.73717 1.43578 4.84410
H 0.59426 -1.78232 2.02991
H -1.87182 -1.61949 1.96818
H 3.83210 1.31682 4.20589
H 3.67153 3.00317 2.72892
H 1.95764 2.66931 2.53221
H 4.05467 1.04132 1.00333
H 3.45825 2.60457 0.44167
F -0.63576 2.74685 -1.85635
C -1.34772 1.70545 -1.26277
F -2.18995 1.22248 -2.25042
C -2.27079 2.37165 -0.24526
F -3.14971 3.22060 -0.79366
F -2.97515 1.42417 0.40379
F -1.56539 3.05093 0.66737